1.
# C35H51BFN8O9S

7 unconnected molecules or ions with the total composition C35H51BFN8O9S in a non-equilibrium geometry (ωB97M-V with the def2-TZVPD basis set, OMol25).

HOMO-LUMO gap in eV: 7.761
Electronic energy in eV: -81699.8783
Charge: -1

Each line ends with the Löwdin charge.
Positions of all 106 atoms, in Å:
1 C 3.3739 -3.2215 2.0208  -0.0776
2 C 4.1107 -2.0780 1.3093  -0.1753
3 C 4.6437 -2.4736 -0.0566  -0.2266
4 F 5.3023 -3.6966 0.0727  -0.0070
5 C 3.5489 -2.5406 -1.1481  -0.3778
6 O 3.5327 -3.9012 -1.7292  -0.0034
7 N 4.4095 -4.0839 -2.7907  -0.0179
8 O 3.9769 -4.8712 -3.5494  0.0469
9 O 2.3001 -2.3694 -0.6443  0.0726
10 B 1.3936 -1.7354 -1.6883  -0.7621
11 C 0.9658 -0.2494 -1.1401  -0.0797
12 C -0.3173 -0.0891 -0.3356  -0.2312
13 C -0.4676 1.3379 0.2180  -0.2154
14 S 0.5328 1.6148 1.6511  0.6011
15 O 1.1638 0.4171 2.1268  -0.2706
16 O -0.1855 2.3484 2.6612  -0.3106
17 O 1.6865 2.5805 1.0737  -0.1826
18 N 0.2237 -2.5756 -2.2236  0.0306
19 C 0.6365 -3.5253 -3.2809  -0.0460
20 C -0.4897 -3.3157 -1.2503  -0.4779
21 C -1.9665 -2.9988 -1.1133  0.0054
22 O -0.0089 -4.1962 -0.5753  0.0835
23 O 2.3853 -1.4759 -2.8167  0.0485
24 C 3.6041 -1.4118 -2.1975  -0.3838
25 O 4.6763 -1.4252 -3.1127  0.0240
26 H 2.6520 -2.8116 2.7283  0.0723
27 H 4.0753 -3.8741 2.5429  0.0672
28 H 2.8277 -3.8357 1.3042  0.0758
29 H 3.4456 -1.2181 1.2185  0.1031
30 H 4.9594 -1.7715 1.9312  0.1077
31 H 5.4182 -1.7602 -0.3626  0.1471
32 H 0.8496 0.3435 -2.0572  0.0982
33 H 1.8049 0.1942 -0.5879  0.0866
34 H -1.1757 -0.2242 -0.9997  0.1127
35 H -0.3951 -0.8300 0.4640  0.1132
36 H -0.0794 2.0073 -0.5559  0.1028
37 H -1.4890 1.6238 0.4634  0.1072
38 H 2.4088 2.5163 1.7218  0.0983
39 H -0.2556 -4.0856 -3.5955  0.0713
40 H 0.9991 -2.9901 -4.1533  0.0790
41 H 1.3594 -4.2588 -2.9146  0.0783
42 H -2.4823 -3.9159 -0.8238  0.0775
43 H -2.1353 -2.2112 -0.3821  0.0654
44 H -2.3485 -2.6933 -2.0886  0.0830
45 H 3.7161 -0.4927 -1.5822  0.1605
46 H 5.1873 -0.6187 -2.9970  0.0924
47 N -0.2012 5.6944 1.3158  0.0234
48 C -1.2079 5.5722 2.2296  -0.1374
49 C -2.0005 6.6862 2.1290  -0.1154
50 C -1.4657 7.5010 1.0961  -0.1136
51 C -0.3611 6.8556 0.6106  -0.1409
52 H 0.5344 5.0214 1.1835  0.1280
53 H -1.2551 4.7093 2.8734  0.0933
54 H -2.8769 6.8953 2.7201  0.0632
55 H -1.8481 8.4461 0.7491  0.0873
56 H 0.3293 7.1287 -0.1690  0.1046
57 N 2.3066 1.9616 -3.9880  0.0305
58 C 2.2779 2.6003 -2.7846  -0.1499
59 C 2.0089 3.9257 -3.0052  -0.1129
60 C 1.8691 4.0908 -4.4124  -0.1216
61 C 2.0560 2.8590 -4.9873  -0.1437
62 H 2.4786 0.9743 -4.1071  0.1437
63 H 2.4514 2.0476 -1.8774  0.0924
64 H 1.9169 4.6868 -2.2480  0.0796
65 H 1.6512 5.0049 -4.9397  0.0821
66 H 2.0285 2.5482 -6.0176  0.1009
67 N -0.8220 -6.9323 -1.2498  0.0264
68 C -1.1477 -6.9741 -2.5721  -0.1362
69 C -1.9181 -8.0901 -2.7868  -0.1238
70 C -2.0610 -8.7473 -1.5351  -0.1304
71 C -1.3710 -8.0041 -0.6100  -0.1468
72 H -0.2630 -6.2116 -0.8135  0.1145
73 H -0.8051 -6.2102 -3.2483  0.0911
74 H -2.3304 -8.3986 -3.7334  0.0805
75 H -2.6045 -9.6565 -1.3364  0.0788
76 H -1.2273 -8.1491 0.4471  0.1015
77 N -4.2132 5.6278 4.8851  0.0164
78 C -5.1714 6.5900 4.7373  -0.1412
79 C -6.1033 6.4124 5.7257  -0.1132
80 C -5.6873 5.2975 6.5028  -0.1115
81 C -4.5171 4.8389 5.9582  -0.1416
82 H -3.4088 5.5165 4.2939  0.1182
83 H -5.1109 7.3164 3.9451  0.1029
84 H -6.9842 7.0138 5.8754  0.0873
85 H -6.1888 4.8826 7.3613  0.0874
86 H -3.8764 4.0208 6.2374  0.0869
87 N -0.2513 -1.2865 -8.4291  -0.0068
88 C -1.2479 -2.1676 -8.1060  -0.1494
89 C -0.6774 -3.2185 -7.4393  -0.1106
90 C 0.7182 -2.9612 -7.3556  -0.1101
91 C 0.9493 -1.7626 -7.9735  -0.1428
92 H -0.3808 -0.4232 -8.9215  0.1371
93 H -2.2721 -1.9705 -8.3727  0.0999
94 H -1.2004 -4.0753 -7.0489  0.0891
95 H 1.4639 -3.5825 -6.8885  0.0938
96 H 1.8604 -1.2094 -8.1230  0.1025
97 N -3.0353 2.3518 8.5624  0.0028
98 C -1.8660 3.0590 8.6131  -0.1428
99 C -1.1528 2.6111 9.6924  -0.1136
100 C -1.9231 1.5911 10.3156  -0.1164
101 C -3.0782 1.4541 9.5935  -0.1441
102 H -3.7549 2.4716 7.8742  0.1240
103 H -1.6413 3.8157 7.8812  0.1028
104 H -0.1859 2.9720 10.0002  0.0876
105 H -1.6578 1.0230 11.1914  0.0866
106 H -3.9212 0.7978 9.7241  0.1031

2.
# C35H51N3OPS3Sn

A molecular structure, C35H51N3OPS3Sn (ωB97M-V with the def2-TZVPD basis set, OMol25).

HOMO-LUMO gap in eV: 8.608
ΔE to the lowest compared entry with this formula, charge and spin in kJ/mol: 0.0
Electronic energy in eV: -91266.1404
Charge: +1

Each line ends with the Löwdin charge.
Positions of all 95 atoms, in Å:
1 Sn 0.2058 -0.2492 -0.1369  0.8322
2 C -2.6565 0.8338 0.8119  -0.0678
3 N -1.9460 0.6992 -0.4787  -0.2459
4 C -1.7344 2.0285 -1.1009  -0.1387
5 C -0.5934 2.7766 -0.4390  -0.1432
6 N 0.7066 2.1086 -0.7057  -0.2245
7 C 1.1075 2.3504 -2.1022  -0.0710
8 C 1.7067 2.5482 0.2507  -0.2769
9 C 2.6357 3.5311 -0.0755  -0.0265
10 C 3.5617 3.9687 0.8590  -0.0634
11 C 3.5589 3.4349 2.1366  -0.0665
12 C 2.6408 2.4559 2.4718  -0.1100
13 C 1.7182 1.9921 1.5385  -0.5742
14 S 0.6216 0.7004 2.0376  0.7447
15 C -2.6240 -0.2007 -1.4068  -0.2760
16 C -4.0059 -0.3303 -1.3852  -0.0108
17 C -4.6535 -1.1444 -2.3003  -0.0567
18 C -3.9193 -1.8385 -3.2481  -0.0636
19 C -2.5400 -1.7278 -3.2707  -0.0977
20 C -1.8778 -0.9151 -2.3581  -0.5420
21 S -0.1085 -0.8194 -2.4478  0.7462
22 H -3.5374 1.4695 0.7028  0.1007
23 H -1.9941 1.2808 1.5483  0.0491
24 H -2.9595 -0.1493 1.1632  0.0850
25 H -2.6595 2.6076 -1.0313  0.1441
26 H -1.5318 1.8642 -2.1583  0.1200
27 H -0.7363 2.8074 0.6413  0.1137
28 H -0.5517 3.8092 -0.7978  0.1446
29 H 1.0787 3.4165 -2.3413  0.1031
30 H 0.4460 1.8153 -2.7757  0.0472
31 H 2.1180 1.9803 -2.2537  0.0758
32 H 2.6416 3.9699 -1.0621  0.1100
33 H 4.2741 4.7350 0.5864  0.1109
34 H 4.2764 3.7729 2.8719  0.1130
35 H 2.6582 2.0075 3.4566  0.1110
36 H -4.5900 0.2026 -0.6495  0.1131
37 H -5.7304 -1.2341 -2.2682  0.1127
38 H -4.4175 -2.4813 -3.9604  0.1131
39 H -1.9600 -2.2921 -3.9881  0.1074
40 S -2.0865 -2.6845 2.9706  0.6870
41 C -1.3410 -2.2153 1.6619  -0.9635
42 N -0.7967 -1.8753 0.6585  -0.0656
43 O 2.2369 -0.6775 -0.3540  -0.4758
44 P 3.4048 -1.4972 -0.9581  0.9357
45 C 4.5569 -1.7150 0.4420  -0.3108
46 C 4.6000 -0.4585 1.3268  -0.1914
47 C 5.2146 -0.8022 2.6874  -0.1708
48 C 6.3910 -1.7853 2.5614  -0.1831
49 C 6.9992 -1.7071 1.1671  -0.1863
50 C 5.9928 -2.1915 0.1164  -0.1794
51 C 2.8445 -3.0610 -1.7149  -0.3411
52 C 3.9300 -4.1578 -1.7325  -0.1713
53 C 3.9092 -5.0822 -0.5105  -0.1924
54 C 2.5223 -5.6275 -0.1980  -0.1918
55 C 1.5510 -4.4725 0.0068  -0.1922
56 C 1.4961 -3.6152 -1.2471  -0.2163
57 C 3.9715 -0.4568 -2.3600  -0.3239
58 C 4.5751 0.8988 -1.9523  -0.1856
59 C 6.0976 0.8992 -1.8471  -0.1837
60 C 6.7451 0.3663 -3.1205  -0.1850
61 C 6.2462 -1.0347 -3.4594  -0.1910
62 C 4.7244 -1.0788 -3.5501  -0.1687
63 H 4.0450 -2.4937 1.0256  0.1202
64 H 3.6043 -0.0461 1.4630  0.0775
65 H 5.1950 0.3120 0.8330  0.1052
66 H 4.4399 -1.2200 3.3354  0.1159
67 H 5.5436 0.1241 3.1629  0.1124
68 H 6.0490 -2.8091 2.7407  0.1155
69 H 7.1416 -1.5820 3.3249  0.1123
70 H 7.9032 -2.3132 1.0973  0.1182
71 H 7.3068 -0.6780 0.9589  0.1105
72 H 6.0250 -3.2778 0.0849  0.1016
73 H 6.3060 -1.8554 -0.8697  0.0719
74 H 2.6793 -2.7312 -2.7476  0.1077
75 H 4.9293 -3.7349 -1.8683  0.0958
76 H 3.7478 -4.7643 -2.6243  0.1278
77 H 4.2599 -4.5542 0.3781  0.0926
78 H 4.6201 -5.8934 -0.6801  0.1204
79 H 2.5595 -6.2752 0.6785  0.1161
80 H 2.1702 -6.2472 -1.0295  0.1204
81 H 1.8616 -3.8716 0.8715  0.1162
82 H 0.5474 -4.8334 0.2366  0.1182
83 H 0.7478 -2.8317 -1.1522  0.0017
84 H 1.1321 -4.2395 -2.0708  0.1335
85 H 2.9583 -0.2498 -2.7385  0.0996
86 H 4.1194 1.2722 -1.0301  0.0916
87 H 4.2980 1.6104 -2.7384  0.1207
88 H 6.4213 0.3045 -0.9908  0.0850
89 H 6.4364 1.9176 -1.6459  0.1206
90 H 7.8319 0.3773 -3.0344  0.1164
91 H 6.4948 1.0383 -3.9488  0.1194
92 H 6.6098 -1.7513 -2.7181  0.0923
93 H 6.6623 -1.3639 -4.4130  0.1189
94 H 4.3731 -2.0890 -3.7625  0.1002
95 H 4.4286 -0.4823 -4.4197  0.1282